Record 1
Below is C46H35I2N5O3ReS3 as an isolated structure, with properties calculated with the ωB97M-V functional and the def2-TZVPD basis.

- Energy above the lowest of the compared OMol25 structures with the same formula, charge and spin: 12.0 kJ/mol
- Total charge: +2
- Energy: -4141.01476 Eh
- Frontier orbital gap (alpha / beta): 6.82 / 6.63 eV
- Spin multiplicity: 2

```
95
Properties=species:S:1:pos:R:3:forces:R:3:lowdin_spin:R:1
Re 0.81317 -1.52329 1.45120 -0.2 0.0 -0.1 0.78
I -3.27605 -4.66730 1.15493 0.0 0.0 -0.1 0.00
C -2.22238 -3.96464 2.79176 0.0 0.0 0.0 0.00
C -2.61784 -4.36222 4.09378 0.0 0.0 0.0 0.00
C -1.94271 -3.95021 5.20741 0.0 0.0 0.0 0.00
I -2.58821 -4.59196 7.07600 0.0 0.0 0.0 0.00
C -0.80772 -3.09844 5.07448 0.0 0.0 0.0 0.00
C -0.00425 -2.61584 6.12942 0.0 0.0 0.0 0.02
C 1.06975 -1.80847 5.86124 0.0 0.0 0.0 0.00
C 1.36289 -1.46547 4.53537 0.0 0.0 0.0 0.02
N 0.62625 -1.89024 3.52653 0.0 -0.1 0.0 0.00
C -0.44256 -2.70554 3.77793 0.0 0.0 0.0 0.00
C -1.14722 -3.13820 2.63151 0.0 0.1 0.0 0.00
O -0.69925 -2.69059 1.42559 0.1 -0.3 0.1 -0.01
H -3.47361 -5.01602 4.19333 0.0 0.0 0.0 0.00
H -0.24009 -2.89611 7.14779 0.0 0.0 0.0 0.00
H 1.69980 -1.43648 6.65607 0.0 0.0 0.0 0.00
H 2.20689 -0.83527 4.28295 0.0 0.0 0.0 0.00
N 0.94771 -1.38961 -0.59677 -0.1 0.0 -0.1 0.02
S 0.71114 -1.16793 -2.00885 0.1 0.0 0.0 0.02
N 0.77962 0.38523 -2.55773 0.0 0.0 -0.1 0.01
S 0.66288 1.54388 -1.55640 0.0 0.0 0.0 0.00
N -0.59606 1.62525 -0.64023 0.0 0.0 -0.1 0.02
S -0.82971 1.15516 0.86586 -0.1 -0.2 0.0 0.03
N 0.05452 0.21300 1.63378 0.2 0.4 0.1 0.04
C -2.46857 0.49418 0.79296 0.0 0.0 0.0 0.00
C -3.25822 0.62605 -0.33836 0.0 0.0 -0.1 0.00
C -4.53151 0.07449 -0.32123 0.0 0.0 0.0 0.00
C -4.98915 -0.59102 0.80661 0.0 0.0 0.0 0.00
C -4.18056 -0.71379 1.93222 0.0 0.0 0.0 0.00
C -2.91137 -0.16499 1.93526 0.0 0.0 0.1 0.00
C -0.94445 2.66701 1.77208 -0.1 0.0 0.0 0.00
C -1.82998 3.64466 1.33183 0.0 0.0 0.0 0.00
C -1.90375 4.83352 2.03553 0.0 0.0 0.0 0.00
C -1.10650 5.02684 3.15998 0.0 0.0 0.0 0.00
C -0.23837 4.03369 3.58991 0.0 0.0 0.0 0.00
C -0.15468 2.83346 2.89701 0.0 0.0 0.0 0.00
C 2.13026 1.75709 -0.59484 0.0 0.0 0.0 0.00
C 3.25053 0.99605 -0.88402 0.0 0.0 0.0 0.00
C 4.41921 1.25440 -0.18291 0.0 0.0 0.0 0.00
C 4.45203 2.25786 0.77330 0.0 0.0 0.0 0.00
C 3.31865 3.02090 1.03977 0.0 0.0 0.0 0.00
C 2.14609 2.77914 0.34896 0.0 0.0 0.0 0.00
C 0.55627 2.97566 -2.57558 0.0 0.0 0.0 0.00
C 1.36406 3.02650 -3.70532 0.0 0.0 0.0 0.00
C 1.33998 4.17446 -4.47644 0.0 0.0 0.0 0.00
C 0.52867 5.24344 -4.11182 0.0 0.0 0.0 0.00
C -0.26346 5.17356 -2.97502 0.0 0.0 0.0 0.00
C -0.25259 4.03143 -2.18840 0.0 0.0 0.0 0.00
C -0.85218 -1.68444 -2.68439 0.0 0.0 0.1 0.00
C -1.09429 -1.61459 -4.05185 0.0 0.1 0.0 0.00
C -2.33695 -1.98925 -4.52691 0.0 0.0 0.0 0.00
C -3.31883 -2.42269 -3.64038 0.0 0.0 0.0 0.00
C -3.05698 -2.49163 -2.28112 0.0 0.0 0.0 0.00
C -1.80926 -2.12836 -1.78810 0.0 -0.1 0.0 0.00
C 1.91770 -1.93499 -3.05793 0.0 0.0 0.1 0.00
C 2.32839 -3.19994 -2.65410 0.0 0.0 0.0 0.00
C 3.25911 -3.87515 -3.42572 0.0 0.0 0.0 0.00
C 3.76865 -3.28521 -4.57652 0.0 0.0 0.0 0.00
C 3.35195 -2.01895 -4.96316 0.0 0.0 0.0 0.00
C 2.41565 -1.33243 -4.20405 0.0 0.1 0.0 0.00
H -2.88294 1.12780 -1.21952 0.0 0.0 0.0 0.00
H -5.16192 0.16196 -1.19611 0.0 0.0 0.0 0.00
H -5.98290 -1.01964 0.81134 0.0 0.0 0.0 0.00
H -4.54067 -1.23781 2.80802 0.0 0.0 0.0 0.00
H -2.27188 -0.25283 2.80561 0.0 0.0 0.0 0.00
H -2.46274 3.47509 0.46818 0.0 0.0 0.0 0.00
H -2.59093 5.60589 1.71707 0.0 0.0 0.0 0.00
H -1.17283 5.95705 3.70878 0.0 0.0 0.0 0.00
H 0.37127 4.18900 4.46997 0.0 0.0 0.0 0.00
H 0.51119 2.04163 3.21269 0.0 0.0 0.0 0.00
H 3.22076 0.21687 -1.63490 0.0 0.0 0.0 0.00
H 5.30469 0.66841 -0.38843 0.0 0.0 0.0 0.00
H 5.36979 2.45743 1.31076 0.0 0.0 0.0 0.00
H 3.35463 3.81363 1.77491 0.0 0.0 0.0 0.00
H 1.26718 3.38746 0.53139 0.1 0.0 0.0 0.00
H 1.99175 2.18823 -3.97614 0.0 0.0 0.0 0.00
H 1.95546 4.23703 -5.36351 0.0 0.0 0.0 0.00
H 0.51489 6.13720 -4.72113 0.0 0.0 0.0 0.00
H -0.89432 6.00764 -2.69920 0.0 0.0 0.0 0.00
H -0.86440 3.96143 -1.29992 0.0 0.0 0.0 0.00
H -0.32759 -1.27612 -4.73764 0.0 0.0 0.0 0.00
H -2.54159 -1.94854 -5.58837 0.0 0.0 0.0 0.00
H -4.28914 -2.71689 -4.01860 0.0 0.0 0.0 0.00
H -3.81870 -2.83702 -1.59479 0.0 0.0 0.0 0.00
H -1.58466 -2.21326 -0.73066 0.0 0.0 0.0 0.00
H 1.93278 -3.63921 -1.74552 0.0 0.0 0.0 0.00
H 3.58915 -4.86146 -3.12913 0.0 0.0 0.0 0.00
H 4.49712 -3.81615 -5.17459 0.0 0.0 0.0 0.00
H 3.75456 -1.56449 -5.85844 0.0 0.0 0.0 0.00
H 2.07938 -0.34712 -4.49804 0.0 0.0 0.0 0.00
O 2.23150 -3.10211 1.37157 0.2 0.0 0.0 0.01
C 3.20150 -2.28765 1.39296 -0.1 -0.1 0.0 0.00
O 2.91298 -1.06220 1.47957 0.0 -0.1 0.0 0.00
H 4.23407 -2.63695 1.34765 0.0 0.0 0.0 0.00
```
Positions in Å, forces in eV/Å.

---

Record 2
Below is C14H19MnN9O4 as an isolated structure in a non-equilibrium geometry, with properties calculated with the ωB97M-V functional and the def2-TZVPD basis.

- Energy above the lowest of the compared OMol25 structures with the same formula, charge and spin: 36.9 kJ/mol
- Total charge: 0
- Energy: -2489.65856 Eh
- Frontier orbital gap (alpha / beta): 8.06 / 8.30 eV
- Spin multiplicity: 6

```
47
Properties=species:S:1:pos:R:3:forces:R:3:lowdin_spin:R:1
Mn 1.03471 0.51828 -0.69656 -0.3 0.1 -0.4 4.66
N -0.98909 -0.27485 0.08898 0.1 -0.1 -0.2 0.04
C -1.68813 0.95019 0.48905 0.0 0.1 -0.1 0.00
C -3.16395 0.74129 0.81904 0.1 0.0 -0.1 0.00
C -3.33819 0.10371 2.19429 -0.1 -0.1 0.0 0.00
C -3.39644 1.16259 3.29261 0.0 0.0 0.1 0.00
N -2.37705 2.21261 3.20637 -0.2 0.4 0.0 0.00
C -1.06186 2.04130 3.28915 0.0 -0.9 0.5 0.00
N -0.54762 0.86950 3.67104 -1.3 0.5 0.1 0.00
N -0.23880 3.03149 2.95835 0.5 0.2 -0.2 0.00
C -1.42287 2.10282 -0.51762 0.1 -0.1 0.2 0.01
O -2.20740 3.04471 -0.49252 0.0 0.1 0.0 0.01
O -0.34666 1.99621 -1.18929 0.1 0.0 0.0 0.06
H -1.43868 -0.71124 -0.71075 0.0 0.0 0.0 0.00
H -0.94880 -0.95793 0.83586 0.0 0.0 0.0 0.00
H -1.16320 1.31582 1.37556 -0.1 -0.4 -0.5 0.00
H -3.60650 0.12980 0.02856 0.0 -0.1 0.1 0.00
H -3.68056 1.70231 0.78778 0.1 0.0 -0.1 0.00
H -2.54237 -0.62496 2.37521 0.0 0.0 0.1 0.00
H -4.27701 -0.44888 2.28216 0.0 0.0 -0.1 0.00
H -3.39794 0.71599 4.29052 0.1 0.0 0.0 0.00
H -4.33537 1.70716 3.20125 0.0 -0.1 0.0 0.00
H -2.67251 3.06454 2.75488 0.0 0.0 0.0 0.00
H -1.12415 0.20799 4.16183 -0.1 0.0 -0.1 0.00
H 0.45900 0.79375 3.77219 0.2 -0.1 0.8 0.00
H -0.58195 3.79907 2.40286 0.0 0.0 -0.1 0.00
H 0.75423 2.82105 2.87686 -0.4 0.2 0.1 0.00
O 2.79418 0.70045 -1.82440 0.0 0.0 0.0 0.05
N 3.00880 -0.15482 -2.73991 0.0 0.0 0.0 0.00
N 2.08722 -1.02561 -2.87013 0.0 0.0 0.0 0.01
O 1.01184 -1.05172 -2.11572 0.1 0.0 0.2 0.07
C 2.24303 -2.03863 -3.87304 0.0 0.0 0.0 0.00
C 3.24213 -1.93632 -4.83325 0.0 0.0 0.0 0.00
C 3.36124 -2.93859 -5.78052 0.0 0.0 0.0 0.00
C 2.49455 -4.02435 -5.77647 0.0 0.0 0.0 0.00
C 1.49949 -4.10441 -4.81573 0.0 0.0 0.0 0.00
C 1.36591 -3.10986 -3.85706 0.0 0.0 0.0 0.00
H 3.90718 -1.08648 -4.83232 0.0 0.0 0.0 0.00
H 4.13555 -2.86582 -6.53281 0.0 0.0 0.0 0.00
H 2.59415 -4.80104 -6.52309 0.0 0.0 0.0 0.00
H 0.81760 -4.94465 -4.80835 0.0 0.0 0.0 0.00
H 0.59559 -3.14594 -3.10260 0.0 0.0 0.0 0.00
N 4.24925 1.13697 4.92728 -0.1 0.0 -0.1 0.00
C 3.28098 1.01218 4.31056 0.2 0.0 0.2 0.00
N 2.09634 0.87508 3.72255 0.1 0.1 -0.4 0.01
C 1.92454 0.79797 2.44355 1.0 -0.4 -0.4 0.02
N 1.58959 0.69128 1.33380 0.2 0.2 0.3 0.04
```
Positions in Å, forces in eV/Å.

---

Record 3
Below is an isolated molecule of C15H29BN2O3 in a non-equilibrium geometry, with properties calculated with the ωB97M-V functional and the def2-TZVPD basis.

- SMILES: CC(C)[C@@H](NC1CCCCC1)C(=O)N1CCC[C@H]1B(O)O
- Energy above the lowest of the compared OMol25 structures with the same formula, charge and spin: 0.0 kJ/mol
- Total charge: 0
- Energy: -949.17456 Eh
- Frontier orbital gap: 9.53 eV
- Spin multiplicity: 1

```
50
Properties=species:S:1:pos:R:3:forces:R:3:mulliken_charge:R:1
C 0.48280 -3.67780 -0.74711 -1.2 1.4 0.0 -1.39
C 0.18783 -2.68509 0.43927 1.3 -0.5 0.4 0.98
C -0.49305 -3.45658 1.60294 0.3 0.7 -0.1 -1.67
C -0.58401 -1.41078 0.02084 -0.6 -1.0 0.3 -0.64
N -0.88207 -0.49751 1.10452 0.3 -0.2 1.0 0.04
C -1.88362 0.53770 0.81440 0.0 -0.3 0.0 0.36
C -1.21267 1.73115 0.14207 -0.3 0.4 -0.8 -0.05
C -2.14270 2.93974 -0.01175 -0.7 0.0 0.4 -0.96
C -2.61597 3.41676 1.40054 -0.2 0.0 -0.9 -0.65
C -3.35733 2.25179 2.07441 0.1 0.0 0.6 -0.85
C -2.53566 0.92526 2.13957 -0.1 0.9 0.3 -1.00
C 0.12433 -0.69628 -1.10399 1.5 0.4 0.6 -0.02
O -0.45323 -0.59601 -2.17196 -0.2 0.1 -1.3 -0.80
N 1.39286 -0.18260 -0.90841 -2.0 -0.8 0.1 0.94
C 2.10228 -0.20090 0.36518 1.2 0.4 -0.4 -0.75
C 3.05927 1.01501 0.28061 -0.1 0.3 -0.8 -0.67
C 2.99778 1.51509 -1.21944 1.7 0.5 0.8 -0.78
C 2.03753 0.64162 -1.94001 -0.5 -0.7 -1.5 -0.34
B 2.59347 -0.37125 -3.08635 -0.8 0.0 0.9 0.84
O 3.93539 -0.56538 -3.13324 0.3 -0.2 -0.2 -0.61
O 1.67745 -1.09642 -3.81353 0.5 0.5 0.6 -0.73
H 1.14847 -4.49271 -0.46846 -0.2 0.0 0.2 0.41
H -0.50171 -4.03295 -1.09865 0.5 -0.3 0.1 0.33
H 0.91225 -3.16560 -1.61763 0.1 0.0 0.2 0.24
H 1.18596 -2.33435 0.80054 -0.8 -0.5 0.0 -0.07
H -0.52752 -2.83081 2.50817 0.0 -0.3 -0.2 0.44
H -1.51730 -3.77027 1.38509 0.1 0.0 -0.2 0.33
H 0.09042 -4.34384 1.85235 0.0 0.0 0.0 0.47
H -1.56134 -1.76375 -0.34901 0.3 0.0 -0.7 0.49
H -1.15905 -1.04337 1.92524 0.0 0.4 -0.4 0.21
H -2.64150 0.13173 0.10773 0.1 0.2 0.3 0.05
H -0.85644 1.43361 -0.85412 0.0 0.1 0.3 0.03
H -0.36116 2.02146 0.72973 0.6 0.1 0.4 0.18
H -1.69401 3.77557 -0.56994 0.1 -0.4 0.2 0.38
H -2.99784 2.58933 -0.62549 0.1 0.4 0.4 0.38
H -3.23366 4.35812 1.34942 0.4 -1.1 0.0 0.34
H -1.72639 3.68684 1.97357 0.1 0.0 0.1 0.32
H -3.65645 2.52732 3.10725 0.2 -0.1 -0.5 0.37
H -4.28812 2.08655 1.53148 -0.1 -0.1 -0.1 0.35
H -1.74032 1.04349 2.90596 -0.2 0.0 -0.4 0.42
H -3.18464 0.11984 2.50399 0.1 0.0 -0.1 0.40
H 1.39148 -0.09489 1.16072 -0.3 0.0 0.4 0.42
H 2.67533 -1.13180 0.52100 -0.1 0.3 -0.3 0.32
H 2.70497 1.81843 0.92195 0.0 0.0 0.1 0.27
H 4.08712 0.78355 0.57871 -0.3 -0.1 0.0 0.38
H 3.97476 1.44496 -1.72567 -0.1 0.0 0.5 0.35
H 2.74654 2.58460 -1.27136 -0.2 -0.4 0.1 0.28
H 1.32008 1.27358 -2.46436 -0.6 -0.1 0.3 0.00
H 4.17910 -1.33917 -3.64805 0.1 0.0 -0.2 0.29
H 0.80029 -0.87301 -3.41870 0.0 -0.2 -0.4 0.39
```
Positions in Å, forces in eV/Å.

---

Record 4
Below is C31H49O15Pt as an isolated structure in a non-equilibrium geometry, with properties calculated with the ωB97M-V functional and the def2-TZVPD basis.

- Total charge: 0
- Energy: -2458.19847 Eh
- Frontier orbital gap (alpha / beta): 5.85 / 7.22 eV
- Spin multiplicity: 4

```
96
Properties=species:S:1:pos:R:3:forces:R:3:lowdin_spin:R:1
Pt 1.86882 3.35731 -0.38764 -0.9 -1.3 0.2 2.13
C -1.13876 0.95032 -1.91519 1.1 -0.8 -0.5 0.01
C -0.64606 0.78449 -0.40359 -0.7 0.6 -2.5 0.03
C -0.06952 -0.62159 -0.06157 -1.0 0.5 -0.3 0.00
O 0.12553 1.91682 -0.14994 0.4 0.4 1.0 0.30
H -1.51117 1.91879 -2.24910 0.1 0.4 1.0 0.00
H -1.93961 0.29474 -2.25720 0.0 -0.6 0.4 0.00
H -0.27904 0.79181 -2.56622 0.2 -0.2 -0.2 0.00
H -1.66456 0.78356 -0.01533 -0.1 0.5 1.6 0.00
H 0.68198 -0.96053 -0.77465 0.4 0.1 0.4 0.00
H -0.87987 -1.34989 -0.09324 -0.4 -0.1 -0.6 0.00
H 0.17332 -0.72722 0.99577 0.8 0.5 -0.1 0.00
O -2.93192 -7.24705 0.01071 -0.2 2.3 -1.9 0.00
C -2.79907 -6.30463 -0.76045 0.4 -1.8 1.3 0.00
O -1.51568 -5.98357 -1.18519 0.2 -0.3 0.6 0.00
C -1.45854 -4.81954 -1.96050 -2.4 2.3 -0.5 0.00
C -2.82185 -4.09548 -1.62785 -0.9 -2.0 -0.9 0.00
C -3.76297 -5.33646 -1.44525 0.7 0.6 1.5 0.00
H -1.35920 -5.04116 -3.02309 0.2 -0.1 0.1 0.00
H -0.81561 -4.00174 -1.63498 1.2 -1.0 0.1 0.00
H -3.33350 -3.44453 -2.33679 0.8 0.3 -0.2 0.00
H -2.62514 -3.56454 -0.69646 -0.6 -0.1 0.1 0.00
H -4.11900 -5.83337 -2.34771 0.2 0.4 -0.3 0.00
H -4.63076 -5.06414 -0.84453 0.1 -0.5 0.2 0.00
O -4.65840 3.69527 -2.59656 0.2 2.5 -0.6 0.00
C -4.09607 4.77195 -2.67935 -1.0 -0.9 0.1 0.00
O -4.69973 5.99949 -3.09895 -1.9 -2.3 0.2 0.00
C -3.90729 7.17315 -2.97823 0.0 -1.8 1.5 0.00
C -2.66219 6.51025 -2.50559 6.1 1.7 -1.0 0.00
C -2.65617 5.02554 -2.32157 -1.8 -0.2 0.4 0.00
H -4.09044 7.76702 -2.08275 -1.6 0.3 -0.4 0.00
H -4.00283 7.76509 -3.88849 0.6 -0.3 0.0 0.00
H -2.19970 7.05446 -1.68215 -0.3 -0.2 0.4 0.00
H -1.85789 6.63037 -3.23138 0.1 0.5 -0.4 0.00
H -2.45942 4.66457 -1.31207 -0.3 0.2 0.2 0.00
H -2.00834 4.38779 -2.92298 0.0 0.5 -0.4 0.00
O 4.27015 -5.39358 -2.16445 -3.8 0.8 3.3 0.00
C 3.37811 -5.18192 -1.29716 4.8 -1.5 -2.7 0.00
O 3.57352 -5.66172 0.01644 2.4 -2.2 -4.4 0.00
C 2.78519 -5.01367 0.85872 -2.5 2.1 1.7 0.00
C 1.55359 -4.75049 -0.00651 -1.2 1.6 0.5 0.00
C 2.08063 -4.43992 -1.39794 -0.5 -0.7 0.4 0.00
H 3.40681 -4.17798 1.18014 -0.7 0.8 0.5 0.00
H 2.44175 -5.57244 1.72932 0.5 -0.4 0.0 0.00
H 0.91813 -3.92058 0.30257 -0.1 -0.1 0.5 0.00
H 0.95671 -5.66233 0.01289 0.0 0.0 -0.2 0.00
H 2.14182 -3.38322 -1.65822 0.7 0.1 0.5 0.00
H 1.40349 -4.80040 -2.17232 0.4 -0.6 -0.1 0.00
O 0.66893 5.15398 0.23477 -2.1 0.9 1.9 0.21
C -0.26809 5.14901 1.03660 0.9 0.1 -1.2 0.04
O -1.26044 6.05407 0.86291 -0.4 -0.3 0.3 0.01
C -2.42359 5.71184 1.64051 -0.9 -1.4 0.1 0.00
C -2.12823 4.39592 2.35815 2.4 0.6 2.4 0.00
C -0.54909 4.25429 2.23512 -1.4 -0.3 -1.4 0.01
H -3.29381 5.46491 1.03238 0.2 0.8 -0.7 0.00
H -2.72129 6.46787 2.36708 0.5 0.3 -0.4 0.00
H -2.66726 3.47080 2.15391 0.0 0.4 -0.8 0.00
H -2.24953 4.58195 3.42529 -0.5 -0.2 0.1 0.00
H -0.34786 3.20587 2.01509 0.6 0.4 -0.3 0.00
H 0.04323 4.62008 3.07384 -0.2 -0.1 0.1 0.00
O 3.04619 1.77701 -1.42887 0.8 -2.2 -2.3 0.18
C 3.25223 1.15364 -2.48642 -1.6 -0.9 5.6 0.04
O 3.89424 1.64819 -3.44010 1.4 1.4 -3.7 0.02
C 3.88047 0.74565 -4.55815 1.9 -2.3 -1.2 0.00
C 3.69846 -0.70256 -3.97227 -0.3 2.1 -0.8 0.00
C 2.91109 -0.28128 -2.77539 -0.7 -2.4 0.5 0.00
H 4.89955 0.57195 -4.90374 0.0 1.6 -0.6 0.00
H 3.18972 1.03792 -5.34906 0.0 0.2 0.3 0.00
H 4.69109 -1.07396 -3.71765 -0.2 -0.1 0.1 0.00
H 3.18103 -1.43225 -4.59510 0.1 0.3 -0.2 0.00
H 3.20602 -1.09453 -2.11227 -0.5 0.9 1.5 0.00
H 1.85482 -0.41083 -3.01124 -0.2 0.3 0.3 0.00
O 5.07303 -1.29590 1.34175 -1.7 -1.9 2.5 0.00
C 4.27913 -1.75495 2.18508 1.5 2.6 -2.9 0.00
O 4.57214 -2.60589 3.16747 2.5 0.8 -2.1 0.00
C 3.48972 -2.88147 3.96125 -1.2 -1.1 0.3 0.00
C 2.27300 -2.30820 3.26318 -1.7 1.1 0.2 0.00
C 2.82294 -1.31155 2.29325 1.5 0.1 -0.4 0.00
H 3.74856 -2.44808 4.92731 -0.7 -0.5 0.3 0.00
H 3.39449 -3.96226 3.85668 0.0 -0.2 1.3 0.00
H 1.63099 -1.73957 3.93593 -0.2 -0.6 0.3 0.00
H 1.67292 -3.04092 2.72361 0.1 -0.3 0.3 0.00
H 2.87641 -0.31236 2.72553 -0.1 0.2 -0.1 0.00
H 2.39599 -1.22096 1.29444 -0.1 -0.2 0.2 0.00
O -0.43287 -1.12675 5.99589 -1.0 1.4 -3.2 0.00
C -0.73836 -0.42754 4.99981 -0.6 -2.9 5.2 0.00
O 0.06419 0.49650 4.59645 2.7 -0.7 0.8 0.00
C -0.45532 1.27358 3.61268 0.5 2.3 -0.8 0.00
C -1.78650 0.68661 3.26708 -0.6 1.0 -2.4 0.00
C -2.07850 -0.35585 4.27917 0.7 -0.7 0.6 0.00
H 0.27105 1.39241 2.80871 -0.1 -0.5 -0.3 0.00
H -0.49268 2.27108 4.05051 -0.5 0.3 0.0 0.00
H -1.70740 0.22743 2.28170 -0.2 0.1 -0.1 0.00
H -2.46238 1.53582 3.16637 -0.5 -0.5 0.1 0.00
H -2.19333 -1.34640 3.83903 -0.6 0.1 0.1 0.00
H -2.88437 -0.10341 4.96833 0.2 -0.3 0.1 0.00
```
Positions in Å, forces in eV/Å.

---

What is the spin multiplicity in the first record?
2

---

spin multiplicity of number 1 (C46H35I2N5O3ReS3)?
2

---

Among the records above, which one has the lowest energy?
C46H35I2N5O3ReS3